[1]
Below is a cluster of 2 separate species, C2H8NS in total at a distorted geometry, with properties calculated with ωB97M-V with the def2-TZVPD basis set.

Calculated total energy: -14529.589 eV
Charge: -1
ΔE to the lowest compared entry with this formula, charge and spin: 0.505 eV

Positions of all 12 atoms, in Å:
S 1.116 1.612 0.785
H 1.765 2.040 -0.312
C -1.540 -0.470 -1.255
N -0.322 -1.194 -0.872
C -0.349 -1.582 0.528
H -2.352 -1.187 -1.132
H -1.721 0.431 -0.726
H -1.351 -0.118 -2.271
H 0.449 -0.531 -0.921
H -0.138 -0.705 1.154
H 0.425 -2.323 0.719
H -1.355 -1.900 0.817

[2]
Below is a cluster of 2 separate species, Br3OP in total, with properties calculated with ωB97M-V with the def2-TZVPD basis set.

SMILES: O=PBr.BrBr
Calculated total energy: -221464.223 eV
ΔE to the lowest compared entry with this formula, charge and spin: 1.241 eV

Positions of all 5 atoms, in Å:
O -0.533 0.814 -0.007
P 0.731 0.185 -0.325
Br 0.626 -0.390 -2.505
Br -0.313 -2.779 0.907
Br 0.284 -2.195 3.041